C3H6ClCrO3 as an isolated structure in a non-equilibrium geometry. Source: OMol25; level of theory: ωB97M-V/def2-TZVPD.

```
! wB97M-V def2-TZVPD RIJCOSX def2/J DEFGRID3
* xyz 1 5
Cr 0.3143 -1.4360 -2.6681
Cl 1.4294 -3.1312 -1.1882
C -0.1874 2.3488 -0.9295
O -0.1504 1.6522 0.2635
C -0.2490 0.2963 0.2725
O -0.4637 -0.3984 -0.7256
O -0.1135 -0.1658 1.5546
C 0.0423 -1.5212 1.7204
H -1.0468 1.9755 -1.4865
H 0.7310 2.3929 -1.5149
H -0.5371 3.3618 -0.7301
H -0.8248 -1.9865 1.2518
H 0.0089 -1.6226 2.8051
H 1.0468 -1.7658 1.3751
*
```

Values from the calculation:
energy above the lowest of the compared OMol25 structures with the same formula, charge and spin	0.0	kJ/mol
Kohn-Sham gap (spin up / spin down)	6.970 / 8.283	eV

Atom charges from the Löwdin analysis, given in e for atoms 1 to 6: atom 1 (Cr): 1.005, atom 2 (Cl): -0.071, atom 3 (C): -0.058, atom 4 (O): 0.033, atom 5 (C): -0.455, atom 6 (O): -0.033